{
  "formula": "C26H50InNP3S",
  "method": "ωB97M-V/def2-TZVPD",
  "elements": ["In", "P", "P", "P", "H", "C", "C", "H", "C", "C", "C", "C", "C", "C", "C", "C", "C", "H", "H", "H", "H", "H", "H", "H", "H", "H", "H", "H", "H", "H", "H", "H", "H", "H", "H", "H", "H", "H", "H", "H", "H", "H", "H", "H", "H", "H", "C", "C", "C", "C", "C", "C", "S", "H", "H", "H", "H", "H", "H", "C", "N", "C", "C", "C", "C", "C", "C", "C", "C", "H", "H", "H", "H", "H", "H", "H", "H", "H", "H", "H", "H", "H"],
  "positions_angstrom": [[-0.33421, 0.18747, -0.38938], [2.61483, 1.89514, 0.96481], [-1.86674, 2.21256, 0.39375], [0.30801, 1.70654, -2.61268], [-1.70364, -4.95974, 0.12391], [-0.79680, -4.79147, -0.46571], [0.41293, -4.73194, 0.11083], [0.53155, -4.83550, 1.19541], [3.49109, 1.55114, 2.49190], [2.50073, 3.67600, 0.78625], [3.56017, 1.18693, -0.38682], [-3.52916, 2.15416, -0.35811], [-2.21677, 2.15312, 2.18165], [-1.33604, 3.93355, 0.11459], [1.37159, 0.73420, -3.74021], [1.12484, 3.34480, -2.66119], [-1.16716, 2.00886, -3.65222], [-0.92661, -4.69682, -1.54993], [1.32503, -4.60105, -0.48093], [3.79449, 0.49614, 2.52807], [2.85678, 1.78629, 3.35755], [4.39422, 2.17831, 2.54229], [1.80279, 4.07576, 1.53389], [2.15288, 3.96198, -0.21440], [3.49218, 4.11764, 0.96316], [3.83028, 0.15061, -0.13893], [4.48704, 1.76271, -0.53368], [2.99251, 1.18274, -1.32763], [-3.96780, 3.16199, -0.33309], [-4.17191, 1.46783, 0.20821], [-3.47161, 1.80701, -1.39791], [-2.83373, 3.02145, 2.45563], [-1.28232, 2.18828, 2.75885], [-2.75784, 1.23304, 2.43592], [-2.03302, 4.60017, 0.64334], [-1.35176, 4.17935, -0.95544], [-0.32242, 4.09516, 0.50574], [0.77501, 0.00038, -4.29507], [2.12797, 0.18873, -3.16287], [1.87292, 1.41665, -4.44092], [1.10718, 3.71000, -3.69830], [2.16819, 3.26439, -2.33192], [0.59701, 4.06432, -2.02317], [-0.87276, 2.66087, -4.48680], [-1.95200, 2.50539, -3.06730], [-1.56075, 1.06040, -4.03733], [-0.76221, -1.90687, -3.18441], [-1.13960, -2.00843, -4.54708], [-0.28704, -2.60986, -5.46208], [0.93831, -3.14266, -5.04070], [1.29964, -3.08274, -3.69007], [0.44714, -2.49539, -2.76080], [-1.80868, -1.06624, -2.10286], [1.27129, 1.32442, 1.02912], [-2.11106, -1.61094, -4.83798], [-0.58418, -2.66866, -6.50945], [1.60507, -3.61434, -5.76416], [2.24459, -3.51123, -3.35284], [0.67835, -2.49707, -1.69470], [-0.75915, -0.51138, 4.57781], [0.49928, -0.50713, 3.78211], [1.67677, -0.55317, 4.69660], [0.59360, -1.59237, 2.68339], [-0.76078, -1.91548, 2.13953], [-1.43229, -3.00616, 2.73144], [-2.78259, -3.22665, 2.47915], [-3.45585, -2.36797, 1.61511], [-2.75453, -1.33585, 0.97096], [-1.38773, -1.16105, 1.14823], [-0.88193, -1.49376, 5.04474], [-1.61451, -0.27288, 3.93774], [-0.65847, 0.25524, 5.35406], [0.52196, 0.38467, 3.25294], [1.65309, -1.51240, 5.22501], [2.60146, -0.46645, 4.11906], [1.59221, 0.27306, 5.41159], [1.29241, -1.19561, 1.93167], [1.06980, -2.45934, 3.16051], [-0.88325, -3.66188, 3.41643], [-3.30082, -4.05660, 2.96540], [-4.52288, -2.49439, 1.42263], [-3.33464, -0.69805, 0.29811]],
  "de_lowest_ev": 1.187,
  "gap_ha": 0.165,
  "total_charge": 3,
  "e_lumo_ev": -10.07
}

---

{
  "formula": "C26H50Li5O16P",
  "method": "ωB97M-V/def2-TZVPD",
  "elements": ["Li", "Li", "Li", "Li", "Li", "P", "O", "O", "O", "O", "O", "C", "O", "O", "H", "O", "C", "O", "O", "H", "C", "C", "C", "O", "C", "H", "H", "H", "H", "H", "H", "H", "H", "C", "C", "C", "O", "C", "H", "H", "H", "H", "H", "H", "H", "H", "C", "C", "C", "O", "C", "H", "H", "H", "H", "H", "H", "H", "H", "C", "C", "C", "O", "C", "H", "H", "H", "H", "H", "H", "H", "H", "C", "C", "C", "O", "C", "H", "H", "H", "H", "H", "H", "H", "H", "C", "C", "C", "O", "C", "H", "H", "H", "H", "H", "H", "H", "H"],
  "positions_angstrom": [[-3.40916, 0.24455, -31.80772], [-2.90366, 3.16371, -31.60589], [-1.43358, 2.42477, -27.83696], [-2.31515, -0.48044, -28.50297], [-4.47474, 2.17827, -29.41033], [-2.10082, 1.41659, -30.06542], [-2.56126, 2.81352, -29.75947], [-2.00038, 1.34512, -31.57481], [-3.42155, 0.53890, -29.87901], [-1.07248, 0.91301, -28.98395], [-7.06733, 2.09745, -31.76818], [-5.75928, 1.94096, -32.06677], [-5.30448, 0.87495, -32.52948], [-4.94306, 2.72917, -31.60507], [-7.32373, 1.28446, -32.20965], [-4.34157, 0.77599, -25.35511], [-3.37109, 0.64693, -26.21825], [-3.41832, -0.44427, -26.79004], [-2.54773, 1.50019, -26.51227], [-4.61387, -0.11402, -25.59034], [1.88441, 4.18194, -28.83642], [0.99753, 5.39546, -28.77931], [0.02223, 5.09943, -27.62786], [0.03345, 3.70404, -27.42534], [0.86889, 3.06044, -28.41500], [2.61997, 4.30462, -28.04144], [2.29133, 3.98667, -29.82858], [0.53652, 5.54027, -29.75634], [1.41190, 6.40003, -28.69430], [-1.00577, 5.31712, -27.91757], [0.46273, 5.55330, -26.74013], [0.23021, 2.78245, -29.25340], [1.31643, 2.12632, -28.07553], [-1.63374, 5.40057, -34.88224], [-0.22669, 5.10571, -34.27969], [-0.64597, 4.69373, -32.85144], [-2.04105, 4.24840, -33.03339], [-2.48223, 4.27322, -34.36530], [-1.51370, 5.48748, -35.96212], [-2.06805, 6.33373, -34.52350], [0.43054, 5.97154, -34.36031], [0.08194, 4.29494, -34.93961], [-0.51410, 5.47993, -32.10808], [-0.16903, 3.78162, -32.49271], [-3.53675, 4.54073, -34.43265], [-2.14298, 3.33156, -34.79691], [-9.98420, 5.09396, -29.06147], [-9.66308, 4.25913, -30.29283], [-9.24231, 5.31079, -31.43746], [-9.30614, 6.56126, -30.73259], [-10.21117, 6.45797, -29.64815], [-9.02300, 5.03054, -28.55139], [-10.74501, 4.60304, -28.45461], [-10.43686, 3.56973, -30.63061], [-8.84851, 3.59391, -30.00638], [-10.03059, 5.52868, -32.15804], [-8.30199, 5.17179, -31.97091], [-11.17514, 6.65399, -30.11765], [-9.82603, 7.23789, -28.99127], [-8.20041, 0.72591, -27.54487], [-7.75833, -0.46966, -28.38251], [-6.32211, -0.19787, -28.87264], [-6.28242, 1.22950, -28.89205], [-7.24593, 1.87003, -28.00419], [-8.14672, 0.57619, -26.46653], [-9.25353, 0.96697, -27.68951], [-8.32363, -0.57836, -29.30810], [-7.85233, -1.44591, -27.90691], [-6.15755, -0.79765, -29.76779], [-5.68031, -0.60633, -28.09204], [-7.77324, 2.55580, -28.66733], [-6.97741, 2.46790, -27.13324], [-6.26435, 5.89300, -35.25483], [-6.13805, 5.05019, -34.03273], [-5.41403, 5.94569, -33.06746], [-4.86915, 7.02944, -33.80615], [-5.12611, 6.92141, -35.26897], [-7.15221, 6.52345, -35.20648], [-6.42887, 5.29784, -36.15306], [-5.63316, 4.14865, -34.37973], [-7.12208, 4.67180, -33.75596], [-4.59846, 5.37785, -32.61969], [-6.21828, 6.20682, -32.37964], [-4.33894, 6.46698, -35.87060], [-5.57837, 7.77089, -35.78076], [-6.10629, 5.36646, -26.92106], [-5.91253, 6.06314, -28.22526], [-5.28193, 4.97434, -29.06305], [-4.83390, 3.94478, -28.16268], [-4.91572, 4.42680, -26.80623], [-6.99409, 4.73658, -26.97733], [-6.16929, 6.11531, -26.13153], [-5.31124, 6.97228, -28.22940], [-6.86035, 6.40292, -28.64274], [-4.55546, 5.47593, -29.70237], [-6.11804, 4.66785, -29.69160], [-4.03420, 5.04619, -26.64080], [-5.08358, 3.63887, -26.07201]],
  "de_lowest_ev": 5.017,
  "gap_ha": 0.336,
  "total_charge": 0,
  "e_lumo_ev": 0.27
}